a) DFT (wB97M-V/def2-TZVPD) results for 2 unconnected molecules or ions with the total composition C4H14N3.

Geometry as ORCA input:
```
! RIJCOSX wB97M-V def2-TZVPD def2/J DEFGRID3
* xyz 1 1
C -1.972 1.788 -0.848
C -0.733 -0.258 -1.319
N -0.830 1.044 -1.372
N -1.747 -1.007 -0.889
N 0.381 -0.847 -1.709
H -0.037 1.539 -1.731
H -2.622 -0.566 -0.777
H -1.825 -1.988 -1.147
H 1.285 -0.424 -1.724
H 0.456 -1.850 -1.621
H -1.705 2.213 0.113
H -2.786 1.117 -0.589
H -2.303 2.520 -1.583
C 2.186 0.279 1.907
C 1.437 -1.062 1.903
H 3.244 0.097 1.775
H 1.759 1.011 1.265
H 2.103 0.763 2.885
H 0.634 -1.124 1.156
H 2.075 -1.827 1.476
H 1.000 -1.418 2.827
*
```

Values from the calculation:
Highest occupied orbital energy = -14.808 eV

Charges computed using Löwdin, reported in e: -0.002 -0.471 0.067 0.219 0.215 0.163 0.089 0.150 0.133 0.136 0.103 0.079 0.109 -0.148 -0.160 0.066 0.033 0.070 0.024 0.057 0.067

***

b) DFT (wB97M-V/def2-TZVPD) results for 3 unconnected molecules or ions with the total composition C4H14N3.

Geometry as ORCA input:
```
! RIJCOSX wB97M-V def2-TZVPD def2/J DEFGRID3
* xyz 1 1
C -1.063 -1.193 -0.072
C -1.690 -1.886 1.114
C 2.133 0.702 1.528
C -0.358 -1.174 1.340
N 0.640 1.409 -0.055
N 1.342 0.416 0.546
N -0.154 1.418 -2.418
H -1.622 -0.359 -0.447
H 0.484 -1.611 1.661
H -0.549 -1.765 -0.881
H -1.647 -2.975 1.302
H -2.562 -1.717 1.614
H 2.601 -0.213 1.889
H 2.498 1.684 1.872
H -0.627 -0.327 2.010
H 1.069 -0.533 0.233
H 0.147 1.219 -1.019
H 0.967 2.339 0.122
H -1.097 1.723 -2.388
H 0.169 1.890 -3.242
H -0.010 0.503 -2.821
*
```

Values from the calculation:
Highest occupied orbital energy (spin up / spin down) = -13.462 / -13.462 eV

Charges computed using Löwdin, reported in e: -0.123 -0.137 0.108 -0.177 0.076 -0.098 0.068 0.083 0.056 0.118 0.117 0.072 0.106 0.127 0.128 0.134 0.012 0.112 0.067 0.076 0.075

***

Energies relative to the minimum, eV: a) 0.000; b) 4.893

***

a) DFT (wB97M-V/def2-TZVPD) results for a gas-phase ion, C4H8NO (charge +1).

Geometry as ORCA input:
```
! RIJCOSX wB97M-V def2-TZVPD def2/J DEFGRID3
* xyz 1 1
C 2.087 0.411 -0.082
C 0.353 -1.310 0.160
C -0.238 0.831 0.368
C -1.369 0.286 -0.439
N 0.923 -0.020 0.302
O -2.421 -0.217 0.133
H 2.261 1.436 -0.236
H 2.936 -0.244 -0.325
H -0.542 -1.661 0.691
H 1.003 -2.066 -0.305
H 0.048 1.829 0.260
H -0.580 0.861 1.347
H -1.321 0.525 -1.519
H -3.139 -0.660 -0.354
*
```

Values from the calculation:
Highest occupied orbital energy (spin up / spin down) = -12.973 / -12.343 eV

Charges computed using Löwdin, reported in e: 0.159 0.102 -0.126 -0.086 -0.174 0.114 0.094 0.127 0.098 0.101 0.127 0.132 0.160 0.172

***

b) DFT (wB97M-V/def2-TZVPD) results for a gas-phase ion, C4H8NO (charge +1).

Geometry as ORCA input:
```
! RIJCOSX wB97M-V def2-TZVPD def2/J DEFGRID3
* xyz 1 1
C -0.819 -1.606 0.133
C -0.153 -0.355 -0.353
N -0.569 1.000 0.166
C 0.838 1.432 -0.057
C 1.271 0.006 0.022
O 2.260 -0.624 0.297
H -1.220 -1.731 1.190
H 0.000 -2.324 -0.037
H -1.722 -2.015 -0.403
H -0.192 -0.337 -1.430
H -0.689 0.974 1.117
H -1.263 1.682 -0.311
H 1.291 2.105 0.711
H 0.967 1.795 -1.044
*
```

Values from the calculation:
Highest occupied orbital energy = -15.015 eV

Charges computed using Löwdin, reported in e: -0.017 -0.226 0.150 -0.010 -0.315 0.203 0.118 0.107 0.108 0.174 0.144 0.249 0.174 0.143

***

c) DFT (wB97M-V/def2-TZVPD) results for a gas-phase ion, C4H8NO (charge +1).

Geometry as ORCA input:
```
! RIJCOSX wB97M-V def2-TZVPD def2/J DEFGRID3
* xyz 1 1
C -1.665 0.025 0.186
C -0.575 0.760 -0.517
O 0.264 1.635 0.242
C 1.446 0.907 0.087
N 1.402 -0.572 0.578
C 0.961 -0.194 -0.782
H -1.985 -0.803 -0.395
H -2.466 0.766 0.167
H -1.313 -0.231 1.090
H -0.954 1.145 -1.406
H 2.453 1.362 0.211
H 0.712 -1.018 1.258
H 2.251 -0.971 0.662
H 1.308 -0.716 -1.726
*
```

Values from the calculation:
Highest occupied orbital energy = -15.710 eV

Charges computed using Löwdin, reported in e: 0.000 -0.160 0.020 -0.134 0.184 0.007 0.100 0.118 0.041 0.131 0.192 0.212 0.116 0.172

***

Energies relative to the minimum, eV: a) 2.485; b) 0.000; c) 1.749

***

a) DFT (wB97M-V/def2-TZVPD) results for a molecular structure, C2H3NOS3.

Geometry as ORCA input:
```
! RIJCOSX wB97M-V def2-TZVPD def2/J DEFGRID3
* xyz 0 1
C 0.983 1.226 -0.084
C 0.100 0.094 0.008
N 1.912 1.068 -0.922
O 2.559 4.974 -1.305
S 0.787 2.542 0.932
S 2.944 2.154 -1.531
S 2.877 3.920 -0.388
H 0.358 -0.597 -0.756
H -0.899 0.576 -0.205
H 0.115 -0.194 1.022
*
```

Values from the calculation:
Highest occupied orbital energy (spin up / spin down) = -8.825 / -8.824 eV

Charges computed using Löwdin, reported in e: -1.032 -0.108 -0.450 -0.572 0.689 0.645 0.577 0.077 0.109 0.065

***

b) DFT (wB97M-V/def2-TZVPD) results for C2H3NOS3 in the gas phase.

Geometry as ORCA input:
```
! RIJCOSX wB97M-V def2-TZVPD def2/J DEFGRID3
* xyz 0 1
C 0.423 0.201 0.120
C -0.971 0.717 0.137
N 0.755 -1.087 0.007
O -1.415 -2.435 -0.263
S 1.599 1.484 -0.131
S 3.498 1.063 -0.087
S -0.016 -2.449 0.007
H -1.326 0.293 -0.768
H -0.921 1.766 0.086
H -1.627 0.447 0.893
*
```

Values from the calculation:
Highest occupied orbital energy (spin up / spin down) = -8.987 / -8.313 eV

Charges computed using Löwdin, reported in e: -0.719 -0.107 -0.328 -0.501 0.438 0.121 0.904 0.079 0.044 0.070

***

Energies relative to the minimum, eV: a) 0.281; b) 0.000

***

a) DFT (wB97M-V/def2-TZVPD) results for 2 unconnected molecules or ions with the total composition C3H8BrPS.

Geometry as ORCA input:
```
! RIJCOSX wB97M-V def2-TZVPD def2/J DEFGRID3
* xyz 0 1
C 0.108 1.092 -1.406
C -0.746 -0.433 2.320
C 0.774 -0.363 -1.403
P 1.666 -0.857 0.066
S 2.796 -2.350 -0.456
Br 2.967 1.069 0.365
H -0.010 1.500 -2.469
H -0.878 1.081 -0.971
H 0.849 1.702 -0.844
H -1.194 -0.278 1.386
H -0.727 -1.299 2.865
H -0.096 0.429 2.476
H 1.494 -0.499 -2.163
H -0.065 -0.989 -1.567
*
```

Values from the calculation:
Highest occupied orbital energy (spin up / spin down) = -9.033 / -8.936 eV

Charges computed using Löwdin, reported in e: -0.155 0.093 -0.544 0.099 0.188 0.210 0.092 0.045 -0.027 -0.050 -0.038 -0.009 0.036 0.058

***

b) DFT (wB97M-V/def2-TZVPD) results for 2 unconnected molecules or ions with the total composition C3H8BrPS.

Geometry as ORCA input:
```
! RIJCOSX wB97M-V def2-TZVPD def2/J DEFGRID3
* xyz 0 1
C -1.978 -0.321 -1.660
P -1.777 -0.002 0.077
S -3.432 -0.979 0.938
Br -2.332 2.157 0.006
H -2.935 0.069 -1.917
H -0.985 0.078 -2.094
H -2.058 -1.364 -1.663
H -2.942 -1.233 2.122
C 3.331 -0.334 0.702
C 2.903 0.948 0.754
H 3.958 -0.792 -0.075
H 2.896 -1.092 1.420
H 2.185 1.223 1.469
H 3.165 1.642 -0.078
*
```

Values from the calculation:
Highest occupied orbital energy = -9.039 eV

Charges computed using Löwdin, reported in e: -0.473 0.099 0.334 0.178 0.010 0.081 -0.004 -0.224 -0.092 -0.084 0.041 0.057 0.019 0.058

***

Energies relative to the minimum, eV: a) 1.824; b) 0.000

***

a) DFT (wB97M-V/def2-TZVPD) results for 2 unconnected molecules or ions with the total composition C4H10N2.

Geometry as ORCA input:
```
! RIJCOSX wB97M-V def2-TZVPD def2/J DEFGRID3
* xyz 0 1
C 0.197 0.736 -0.434
C 0.059 -0.778 -0.372
C 1.168 1.725 0.102
C 1.024 -1.770 0.308
N -0.600 0.070 0.590
N -2.823 -0.218 0.188
H -0.310 1.106 -1.257
H -0.648 -1.228 -1.241
H 0.670 2.673 0.281
H 1.898 1.739 -0.697
H 1.714 1.298 0.949
H 1.413 -1.296 1.103
H 1.771 -2.157 -0.400
H 0.404 -2.702 0.535
H -2.865 0.490 -0.582
H -3.073 0.312 0.927
*
```

Values from the calculation:
Highest occupied orbital energy (spin up / spin down) = -9.215 / -9.634 eV

Charges computed using Löwdin, reported in e: -0.365 -0.338 -0.057 -0.053 0.096 0.096 0.099 0.173 0.083 0.075 0.079 0.017 0.073 0.103 0.004 -0.086

***

b) DFT (wB97M-V/def2-TZVPD) results for 2 unconnected molecules or ions with the total composition C4H10N2.

Geometry as ORCA input:
```
! RIJCOSX wB97M-V def2-TZVPD def2/J DEFGRID3
* xyz 0 1
C -1.917 -1.943 1.338
C -2.077 -0.768 0.720
N -1.362 0.394 1.134
H -1.163 -2.123 2.088
H -2.652 -2.721 1.156
H -2.811 -0.632 -0.061
H -1.132 0.459 2.104
H -0.553 0.497 0.528
C 1.436 0.969 -2.354
N 0.857 0.909 -1.239
C 1.819 0.830 -0.098
H 0.849 0.835 -3.263
H 2.501 0.847 -2.574
H 1.668 -0.187 0.253
H 2.833 1.074 -0.434
H 1.705 1.561 0.704
*
```

Values from the calculation:
Highest occupied orbital energy = -8.738 eV

Charges computed using Löwdin, reported in e: -0.021 -0.280 0.016 0.044 0.039 0.088 0.059 0.011 -0.093 -0.072 -0.140 0.065 0.073 0.076 0.063 0.072

***

Energies relative to the minimum, eV: a) 3.106; b) 0.000

***

a) DFT (wB97M-V/def2-TZVPD) results for C4H10N2 in the gas phase.

Geometry as ORCA input:
```
! RIJCOSX wB97M-V def2-TZVPD def2/J DEFGRID3
* xyz 0 1
C -0.445 -1.528 0.498
C 1.370 -0.008 1.005
N 0.011 -0.132 0.463
H -1.023 0.998 0.592
H -0.406 -1.917 1.519
H -1.466 -1.604 0.122
H 1.697 1.032 1.001
H 0.193 -2.171 -0.117
H 2.089 -0.584 0.413
H 1.419 -0.402 2.023
N -1.330 1.632 -0.394
C -0.133 0.492 -0.927
C 0.330 0.457 -2.117
H -1.044 2.582 -0.617
H -2.195 1.489 -0.910
H 0.933 -0.336 -2.554
*
```

Values from the calculation:
Highest occupied orbital energy = -6.913 eV

Charges computed using Löwdin, reported in e: -0.090 -0.090 -0.302 0.168 0.081 0.086 0.086 0.087 0.086 0.081 0.078 -0.392 -0.030 0.088 0.088 -0.024

***

b) DFT (wB97M-V/def2-TZVPD) results for C4H10N2 in the gas phase.

Geometry as ORCA input:
```
! RIJCOSX wB97M-V def2-TZVPD def2/J DEFGRID3
* xyz 0 1
C 0.609 0.670 -1.832
C 0.374 -0.518 -1.220
C 0.153 -0.619 0.233
N 1.395 -0.995 0.971
C -0.505 0.549 0.946
N -1.871 0.657 0.532
H 0.551 1.624 -1.298
H 0.772 0.736 -2.868
H 0.324 -1.483 -1.801
H -0.565 -1.490 0.349
H 1.986 -0.155 1.064
H 1.278 -1.268 1.974
H -0.539 0.270 2.023
H 0.043 1.463 0.965
H -2.010 0.632 -0.533
H -2.280 1.549 0.844
*
```

Values from the calculation:
Highest occupied orbital energy = -9.181 eV

Charges computed using Löwdin, reported in e: 0.025 -0.145 -0.446 0.015 -0.323 -0.025 0.063 0.030 0.119 0.151 0.071 0.082 0.117 0.092 0.101 0.073

***

Energies relative to the minimum, eV: a) 3.738; b) 0.000